No. 1
The following is a quantum chemistry calculation of a cluster of 4 separate species, C18H25FO6 in total, from the OMol25 dataset.

```
50
Properties=species:S:1:pos:R:3:forces:R:3
F 3.1258 0.8532 3.1534 0.1 0.0 -0.2
O -3.2502 4.1965 2.0542 -0.1 0.0 0.3
O -0.1712 -1.7688 1.4676 -0.1 0.1 -0.1
O -1.6338 0.4455 -0.8334 0.0 -0.2 0.0
O -3.4363 -5.3557 -1.6749 0.1 0.0 0.1
O 3.4278 -0.2338 1.2560 -0.1 0.1 0.2
O 3.4706 4.0024 -1.4483 -0.1 0.0 0.0
C -2.7517 3.1138 1.8592 0.1 -0.1 -0.1
C -0.8481 1.8777 0.8765 0.1 0.2 0.1
C -1.6320 -6.9415 -1.2427 0.0 0.0 0.0
C -1.2819 2.9159 1.6991 0.0 -0.1 0.0
C -0.3620 3.7257 2.3470 0.0 0.0 -0.1
C 3.1975 0.7937 1.7991 0.0 -0.1 -0.1
C 1.4333 2.4511 1.3640 0.0 0.0 0.0
C -3.1429 0.8719 0.9486 -0.1 0.2 0.3
C 2.8967 2.1228 1.1717 0.0 0.0 -0.1
C 2.3633 3.5014 -3.5690 0.1 -0.1 0.1
C -0.5048 -2.4194 0.2392 0.2 0.0 0.1
C -3.5626 1.8701 1.7278 0.1 -0.3 -0.1
C 0.4708 -3.5324 -0.0953 0.0 0.0 0.1
C -1.8553 1.0020 0.2157 0.0 -0.1 0.0
C -2.7036 -6.0377 -0.6616 0.0 -0.1 -0.1
C 0.5047 1.6651 0.6921 0.0 0.1 -0.1
C 0.9946 3.4777 2.1943 0.0 -0.1 -0.1
C 2.3991 4.3618 -2.3209 0.1 0.0 -0.1
H 0.7204 -1.4134 1.3836 0.0 -0.1 0.0
H -3.7257 -0.0317 0.8359 0.0 0.0 -0.3
H 0.1825 -4.0363 -1.0196 0.0 0.0 0.0
H -0.5452 -1.6884 -0.5701 -0.1 0.0 -0.1
H 3.0999 2.0424 0.1068 0.1 0.0 0.0
H 3.5527 2.8831 1.5914 -0.1 0.1 0.1
H 1.4812 -3.1358 -0.2205 0.0 0.0 -0.1
H 0.8342 0.8745 0.0286 0.0 0.0 0.0
H 2.4782 5.4208 -2.5864 -0.1 0.0 0.0
H 4.2980 4.1226 -1.9243 0.0 0.0 0.0
H 3.2826 3.6199 -4.1474 0.0 0.0 0.0
H 1.5222 3.7746 -4.2071 0.0 0.0 0.0
H -2.2513 -5.2627 -0.0438 0.0 0.0 0.0
H -3.3894 -6.6118 -0.0293 0.0 0.0 0.1
H 2.2704 2.4480 -3.3026 0.0 0.0 0.0
H -4.4978 1.8044 2.2674 -0.1 0.2 -0.1
H -3.8585 -6.0166 -2.2316 0.0 0.0 0.0
H 1.7227 4.0809 2.7205 0.0 0.0 0.0
H -1.5095 -2.8180 0.3789 0.0 0.0 0.0
H 0.5050 -4.2679 0.7101 0.0 0.0 0.0
H -0.7216 4.5342 2.9681 0.0 0.0 0.0
H -0.9456 -6.3638 -1.8622 0.0 0.0 0.0
H -2.0790 -7.7140 -1.8729 0.0 0.0 0.0
H -1.0615 -7.4335 -0.4535 0.0 0.0 0.0
H 1.4873 4.2297 -1.7394 0.0 0.0 0.0
```
Forces are in eV/Å.

Its HOMO-LUMO gap is 8.906 eV. Its SMILES is O=C(F)Cc1ccc2c(c1)C(=O)C=CC2=O.CCO.CCO.CCO. The spin multiplicity is 1. The HOMO energy is -9.8 eV.

No. 2
The following is a quantum chemistry calculation of a structure of composition C18H25IrN5OS2Si, from the OMol25 dataset.

```
53
Properties=species:S:1:pos:R:3:forces:R:3
Ir 0.8036 0.9038 0.3727 0.3 0.0 -0.4
S 1.8464 -0.4205 2.0102 -0.1 -0.3 -0.2
S 1.0782 2.2730 2.2322 -0.2 0.2 0.1
Si -1.3280 0.3863 1.0330 -0.1 0.0 0.2
O -0.8589 -5.1755 -1.7180 0.0 0.0 0.0
N 0.8595 -0.6042 -1.0354 0.0 0.0 0.2
N 3.4428 -1.1211 5.3447 0.0 0.0 0.0
N 2.2933 3.1022 5.7813 0.0 0.0 0.0
N 0.8078 -2.9394 -1.8289 0.2 -0.1 -0.1
N 0.4792 2.4599 -1.0136 0.1 0.0 0.2
C -1.4476 -0.6424 2.6143 0.1 0.0 0.0
C 2.3211 2.1576 5.1209 0.0 0.0 0.0
C 1.0449 -3.9864 -0.8265 0.0 0.0 0.0
C -0.5895 2.9666 -1.7060 0.0 -0.2 -0.1
C 1.8425 0.9584 3.0431 0.0 0.0 0.2
C 2.9583 -0.1809 4.8851 0.0 0.0 0.0
C 0.0560 -3.3517 -3.0130 -0.1 0.0 0.0
C 1.4994 3.3763 -1.1083 -0.1 0.0 0.0
C 2.8696 3.1185 -0.5522 0.0 0.0 0.0
C -1.7978 2.1506 -2.0436 0.1 0.1 0.0
C -0.2645 4.2105 -2.2067 0.0 0.0 -0.1
C -1.1931 -4.1049 -2.5827 0.0 0.0 0.0
C -0.2631 -4.6955 -0.5227 0.0 0.0 0.0
C -2.2337 -0.7148 -0.2320 0.1 -0.1 0.0
C 0.8310 -1.6827 -1.4406 -0.2 0.2 -0.1
C 1.0717 4.4763 -1.8198 0.0 0.0 -0.1
C 2.3618 0.9814 4.3202 0.0 0.0 0.0
C -2.3549 1.9292 1.3975 0.1 0.0 0.0
H -1.9354 -1.7572 -0.0695 0.0 0.0 0.0
H -0.0951 -5.5609 0.1163 0.0 0.0 0.0
H 1.7732 -4.6955 -1.2277 0.0 0.0 0.0
H -2.4962 -0.8323 2.8664 0.0 0.0 0.0
H 1.4560 -3.5250 0.0705 0.0 0.0 0.0
H -0.9766 -0.1369 3.4601 0.0 0.0 0.0
H -1.8801 -3.4135 -2.0773 0.0 0.0 0.0
H -2.2017 2.2083 2.4426 0.0 0.0 0.0
H -2.0533 2.7822 0.7906 0.0 0.0 -0.1
H -2.3945 2.6848 -2.7849 0.0 0.0 0.0
H -0.9475 -4.0046 -0.0130 0.0 0.0 0.0
H -0.9431 -1.6023 2.4897 0.0 0.0 0.0
H -0.8979 4.8143 -2.8405 0.0 0.0 0.0
H -1.5070 1.1901 -2.4828 0.0 0.1 0.0
H 3.0056 2.0763 -0.2429 0.0 0.0 0.0
H -2.4444 1.9355 -1.1951 0.0 0.0 0.1
H -2.0434 -0.4599 -1.2754 0.0 0.0 0.1
H -3.3120 -0.6546 -0.0571 0.0 0.0 0.0
H 1.6690 5.3401 -2.0720 0.0 0.0 0.0
H -3.4218 1.7427 1.2428 0.0 0.0 0.0
H 0.6921 -3.9968 -3.6247 0.0 0.0 0.0
H 3.0894 3.7317 0.3230 0.0 0.0 0.0
H 3.6342 3.3098 -1.3095 0.0 0.1 0.0
H -1.6970 -4.5401 -3.4451 0.0 0.0 0.0
H -0.2087 -2.4668 -3.5897 0.0 0.0 0.0
```
Forces are in eV/Å.

The charge is -1. Its HOMO-LUMO gap is 6.408 eV. Its energy relative to the best compared isomer or geometry (same formula, charge and spin) is 0.0 kJ/mol. The spin multiplicity is 1. The HOMO energy is -4.3 eV.

No. 3
The following is a quantum chemistry calculation of a structure of composition C18H25N3O2S in a non-equilibrium geometry, from the OMol25 dataset.

```
49
Properties=species:S:1:pos:R:3:forces:R:3
S -1.5179 -1.0715 -2.3987 -0.1 2.6 0.8
O -1.8238 -4.3662 -2.3451 -2.3 3.6 1.6
O 0.7696 3.5743 0.1125 -5.7 4.9 -5.9
N -0.9538 1.5544 -1.6309 -8.0 -5.1 15.7
N -2.3680 0.4359 -0.0389 0.1 -7.7 -7.4
N -1.8815 1.3981 0.4675 2.3 9.5 5.6
C -0.2406 -2.5742 0.1505 -8.0 0.1 12.5
C -2.7213 -2.0675 -1.5587 -0.7 -6.4 -8.5
C -1.9920 -3.4651 -1.4704 3.1 -2.1 -1.4
C -1.1045 -3.7016 -0.2459 -6.4 1.8 2.9
C 2.8279 3.2789 0.4535 5.7 -5.6 8.3
C 1.9186 1.6570 2.7823 -0.9 -1.3 -4.1
C 0.9183 2.2430 1.7829 8.6 -3.8 7.4
C -1.2150 2.4571 -3.5956 4.4 -9.0 -7.4
C 3.7636 2.5358 1.5627 0.8 7.8 -10.1
C -0.2352 1.9079 -2.6057 1.8 2.9 -6.0
C -2.3046 -4.0289 0.9208 -3.3 4.1 -6.6
C 4.3070 1.1371 3.5484 4.0 0.3 -2.3
C -0.5038 -4.9461 -0.2596 8.8 1.8 3.1
C -1.1327 2.1627 -0.2681 -0.1 -0.7 -2.2
C -1.6730 0.4128 -1.2596 -0.3 -2.2 -3.8
C 3.4331 1.7625 2.4298 -7.3 -6.4 11.1
C -0.7743 3.5137 0.0468 3.9 -1.5 2.9
C 1.6522 2.9960 0.8668 -6.5 0.0 -0.7
H 3.8849 0.4066 4.2553 -0.2 0.3 -0.7
H -1.1445 -1.6160 0.6890 3.1 -2.4 -2.3
H -0.5568 2.6259 -4.5003 -0.9 0.6 0.6
H 0.1660 -5.0891 0.6882 -2.2 -0.5 -0.7
H 1.6752 0.7597 3.4734 0.0 2.1 -0.8
H 0.1882 1.0736 -3.0430 2.0 -1.4 -0.9
H 0.3867 -2.2705 -0.4555 6.0 3.3 -5.8
H -1.6010 3.2319 -3.2863 -4.5 7.7 2.9
H 0.2547 -2.7466 1.3635 -1.0 0.0 -3.9
H -2.9137 -3.0312 1.0374 0.5 -2.1 -0.1
H -1.9000 1.5959 -4.0325 0.9 1.9 1.4
H 3.4153 3.7078 -0.2032 1.5 2.6 -3.6
H 0.3646 2.7138 -2.2789 1.6 0.5 0.0
H -1.8605 -4.1772 1.7448 3.7 -1.0 6.2
H -1.1856 4.1704 -0.6229 0.2 2.0 -2.2
H -1.1581 3.8696 0.9889 -0.2 -0.5 0.6
H 5.1568 0.5667 2.7989 -1.9 1.2 2.7
H -2.8401 -1.6815 -0.6772 -1.8 2.1 4.9
H 4.7491 2.8231 1.5100 2.5 0.4 -0.6
H -0.0606 2.0423 2.0604 -1.8 0.4 -0.6
H 4.9036 1.9422 4.1872 -1.3 -1.6 -1.5
H -0.9609 -5.6830 -0.6715 -2.8 -4.9 -2.2
H 0.4050 -4.6820 -0.7724 0.8 -1.0 -1.7
H -2.8961 -4.9447 0.7098 0.2 0.9 -0.4
H -3.6204 -2.4140 -2.4105 1.9 1.8 3.0
```
Forces are in eV/Å.

Its HOMO-LUMO gap is 8.687 eV. Its energy relative to the best compared isomer or geometry (same formula, charge and spin) is 1841.2 kJ/mol. The spin multiplicity is 1. The HOMO energy is -8.3 eV.

No. 4
The following is a quantum chemistry calculation of the molecule C18H25N3O4S in a non-equilibrium geometry, from the OMol25 dataset.

```
51
Properties=species:S:1:pos:R:3:forces:R:3
S 4.5512 0.0464 0.9913 -0.5 0.2 -0.5
O 5.0027 1.1579 1.7746 0.1 0.3 -0.1
O 4.8029 -1.2794 1.4855 -0.2 -0.1 -0.2
O -3.4123 2.1580 -0.5202 0.0 -0.1 0.0
O -3.5786 -2.4284 0.5040 -0.1 0.0 0.0
N -1.2638 0.7319 0.0617 -0.9 0.8 -0.3
N -2.0961 -0.2498 0.1759 0.2 -0.1 0.0
N 5.1198 0.2668 -0.5609 -0.4 0.0 1.0
C -6.0778 0.3094 1.7598 0.0 0.0 -0.2
C 6.3485 1.0218 -0.7026 0.4 0.3 0.3
C 7.5627 0.3992 -0.0182 -0.1 0.1 -0.2
C -7.7338 -0.0032 -0.0831 0.3 0.0 0.0
C 0.0899 0.5455 0.2838 1.0 -0.5 0.2
C 4.7882 -0.7833 -1.4960 -0.1 -0.5 -0.2
C 5.6428 -2.0465 -1.4112 -0.1 0.2 0.0
C 0.5851 -0.7073 0.6522 -0.2 0.2 -0.1
C 0.9526 1.6340 0.1373 -0.1 -0.2 0.0
C -6.2445 0.0153 0.2672 -0.1 0.0 -0.1
C 1.9400 -0.8629 0.8698 0.1 0.0 0.0
C -4.0458 1.1185 -0.3705 0.0 0.2 -0.1
C 2.3056 1.4642 0.3549 0.0 0.0 0.0
C -3.3820 -0.1391 -0.0163 0.5 0.3 0.0
C 2.7887 0.2195 0.7164 0.6 -0.2 0.1
C -5.6189 -1.3387 -0.0760 -0.1 -0.1 0.1
C -4.1298 -1.4021 0.1789 -0.2 -0.3 0.0
C -5.5390 1.0882 -0.5653 -0.1 0.1 0.1
H 3.7457 -1.0419 -1.2884 0.0 0.0 -0.3
H 6.6479 -1.8667 -1.7827 0.1 0.0 0.0
H 4.8368 -0.3589 -2.5050 -0.1 0.0 0.1
H 5.6938 -2.3782 -0.3780 0.1 -0.1 0.0
H -8.1893 0.9585 0.1416 -0.1 0.1 0.0
H -7.8822 -0.2140 -1.1400 0.0 0.0 -0.1
H 2.9996 2.2833 0.2606 0.0 0.2 -0.1
H -8.2492 -0.7675 0.4934 -0.1 -0.1 0.1
H 5.1907 -2.8306 -2.0139 0.0 -0.1 -0.1
H 7.8427 -0.5450 -0.4755 0.1 -0.1 0.0
H -5.7680 -1.5531 -1.1394 0.0 0.0 -0.1
H -6.5815 -0.4503 2.3529 0.0 -0.1 0.1
H -6.5080 1.2776 2.0069 0.0 0.1 0.0
H -5.0272 0.3185 2.0427 0.1 0.0 0.1
H 0.5558 2.5988 -0.1418 0.0 0.1 0.0
H 2.3600 -1.8113 1.1655 0.0 -0.1 0.0
H 6.5307 1.1621 -1.7717 -0.1 0.0 0.1
H -5.7125 0.8987 -1.6303 0.0 0.0 0.0
H -5.9322 2.0841 -0.3485 0.1 0.0 0.0
H 6.1556 1.9965 -0.2470 0.2 0.0 -0.2
H -1.6029 1.6691 -0.1896 -0.2 -0.4 0.1
H -6.0933 -2.1451 0.4865 0.1 0.0 0.0
H 7.3289 0.2246 1.0286 0.1 0.0 0.1
H 8.4067 1.0821 -0.0819 0.1 0.0 0.0
H -0.1070 -1.5270 0.7622 0.0 -0.1 0.0
```
Forces are in eV/Å.

Its HOMO-LUMO gap is 7.860 eV. Its energy relative to the best compared isomer or geometry (same formula, charge and spin) is 282.5 kJ/mol. Its SMILES is CCN(CC)S(=O)(=O)c1ccc(NN=C2C(=O)CC(C)(C)CC2=O)cc1. The spin multiplicity is 1. The HOMO energy is -8.7 eV.

Number 1: calculated total energy -34073.25813 eV, E_LUMO -0.0345 Eh. Number 2: calculated total energy -60960.11078 eV, E_LUMO 0.0791 Eh. Number 3: calculated total energy -38454.64384 eV, E_LUMO 0.0146 Eh. Number 4: calculated total energy -42566.45446 eV, E_LUMO -0.0300 Eh.